No. 1
Molecular formula: C35H22BrN8O2SSn
Method: DFT, ωB97M-V/def2-TZVPD

Properties
LUMO (alpha / beta) in eV: 1.0259 / 1.0262
2S+1: 1
Charge: -1
Relative energy (zero: lowest compared OMol25 entry of this formula, charge and spin) in kJ/mol: 137.3

Structure (XYZ):
```
70
Properties=species:S:1:pos:R:3:mulliken_charge:R:1
Sn -0.487 -0.114 0.258 1.13
C 3.691 1.800 1.095 -0.95
C 3.586 3.054 0.510 -0.85
C 2.351 3.502 0.076 -0.70
C 1.235 2.679 0.211 0.69
N 1.351 1.483 0.790 0.33
C 2.534 1.055 1.216 -0.33
C -0.116 3.050 -0.256 0.56
C -0.347 4.213 -0.956 -0.80
C -1.653 4.513 -1.382 -0.95
C -2.673 3.667 -1.039 -0.86
C -2.399 2.502 -0.298 0.26
N -1.110 2.190 0.055 0.18
C -3.422 1.603 0.136 0.64
C -4.801 1.919 0.087 -1.08
C -5.730 1.029 0.555 -0.45
C -5.289 -0.195 1.092 -0.94
C -3.932 -0.439 1.102 -0.40
N -3.010 0.406 0.649 0.64
H 4.640 1.412 1.440 0.57
H 4.462 3.678 0.395 0.43
H 2.270 4.481 -0.369 0.34
H 2.538 0.074 1.680 0.71
H 0.463 4.877 -1.217 0.30
H -1.847 5.401 -1.968 0.39
H -3.679 3.888 -1.367 0.29
H -5.121 2.876 -0.299 0.26
H -6.785 1.270 0.521 0.41
H -5.981 -0.931 1.479 0.41
H -3.559 -1.379 1.487 0.51
Br -3.925 -2.168 -1.607 -0.14
C -2.657 -1.540 -2.867 0.04
C -2.788 -1.981 -4.170 -0.59
C -1.901 -1.476 -5.107 -0.41
C -0.954 -0.559 -4.690 -0.76
C -0.892 -0.214 -3.346 0.46
N -1.743 -0.697 -2.439 0.39
C 0.222 0.737 -2.902 -0.21
O 0.652 1.506 -3.761 -0.76
O 0.625 0.637 -1.700 -0.18
H -3.552 -2.698 -4.431 0.41
H -1.957 -1.792 -6.140 0.40
H -0.245 -0.095 -5.360 0.49
N 8.729 0.195 2.154 -0.69
C 7.728 -0.178 1.706 0.19
C 6.502 -0.626 1.170 0.28
C 5.620 -1.397 1.972 -0.68
C 4.430 -1.844 1.472 -0.42
C 4.045 -1.544 0.129 0.65
C 4.927 -0.752 -0.665 -0.53
C 6.119 -0.315 -0.160 -0.75
C 2.856 -2.025 -0.391 -0.27
C 1.770 -2.444 -0.788 0.16
H 5.909 -1.625 2.990 0.42
H 3.758 -2.426 2.091 0.48
H 4.630 -0.507 -1.676 0.43
H 6.784 0.275 -0.778 0.41
S -0.230 -0.337 3.233 -0.54
C -1.155 -1.740 3.151 0.15
N -1.964 -2.041 4.229 0.01
C -2.777 -3.123 4.236 -0.12
C -2.749 -3.963 3.165 -0.79
C -1.871 -3.661 2.116 -0.02
N -1.110 -2.583 2.110 -0.19
H -1.969 -1.376 4.989 0.24
H -3.404 -3.255 5.105 0.40
H -3.382 -4.836 3.125 0.41
H -1.786 -4.286 1.234 0.48
N -0.182 -3.702 -1.773 -0.72
C 0.708 -3.111 -1.310 0.15
```

***

No. 2
Molecular formula: C23H28IrN2Sb
Method: DFT, ωB97M-V/def2-TZVPD

Properties
LUMO (alpha / beta) in eV: -7.5640 / -9.9473
2S+1: 5
Charge: +2
Relative energy (zero: lowest compared OMol25 entry of this formula, charge and spin) in kJ/mol: 452.5

Structure (XYZ):
```
55
Properties=species:S:1:pos:R:3:mulliken_charge:R:1
Ir -2.213 1.947 0.785 0.98
C -2.023 0.112 1.345 -0.20
C -3.474 0.452 1.042 -0.63
C -3.817 -0.222 -0.246 -0.82
C -2.758 -1.051 -0.580 0.01
C -1.730 -0.816 0.321 -0.51
H -1.729 0.078 2.382 0.57
H -4.207 0.642 1.795 0.68
H -4.845 -0.276 -0.697 0.43
H -2.829 -1.788 -1.386 0.50
H -0.744 -1.114 0.013 0.37
C 1.911 2.836 -0.362 -0.74
C 0.913 2.263 0.387 -0.30
N -0.341 2.844 0.577 -0.59
C -0.491 4.110 0.117 0.48
C 0.577 4.821 -0.568 0.67
C 1.833 4.157 -0.747 -0.34
C 0.304 6.195 -0.813 -0.78
C -0.954 6.730 -0.681 -1.05
C -2.019 5.996 -0.158 1.24
C -3.299 6.442 -0.137 -0.46
C -4.261 5.671 0.470 -0.67
C -4.059 4.383 0.788 -0.13
N -2.739 3.885 0.811 -0.43
C -1.781 4.696 0.361 0.12
H 2.813 2.275 -0.688 0.37
H 0.976 1.280 0.776 0.67
H 2.571 4.686 -1.300 0.48
H 1.027 6.837 -1.268 0.42
H -1.163 7.688 -1.096 0.42
H -3.502 7.491 -0.407 0.41
H -5.121 6.220 0.805 0.42
H -4.869 3.737 1.206 0.39
C 4.106 -4.846 -1.849 -1.27
C 2.926 -5.352 -1.093 -0.64
Sb 1.583 -3.740 -0.670 0.55
C 2.834 -2.696 0.752 -0.94
C 3.918 -3.558 1.379 -0.92
C 0.348 -5.183 0.433 -0.73
C -0.158 -6.353 -0.419 -0.92
H 5.082 -5.479 -1.693 0.28
H 4.413 -3.861 -1.585 0.36
H 3.860 -4.794 -2.929 0.35
H 3.216 -5.741 -0.127 0.41
H 2.386 -6.162 -1.632 0.28
H 2.097 -2.234 1.461 0.38
H 3.251 -1.890 0.235 0.49
H 3.518 -4.457 1.874 0.23
H 4.459 -3.029 2.155 0.38
H 4.584 -3.758 0.546 0.21
H -0.466 -4.494 0.821 0.34
H 0.872 -5.611 1.301 0.34
H -0.915 -6.013 -1.103 0.28
H -0.555 -7.095 0.302 0.34
H 0.682 -6.863 -1.004 0.24
```

***

No. 3
Molecular formula: Cl3OPS
Method: DFT, ωB97M-V/def2-TZVPD

Properties
LUMO in eV: -1.6521
2S+1: 1
Charge: 0
SMILES: O=P(Cl)(Cl)SCl
Relative energy (zero: lowest compared OMol25 entry of this formula, charge and spin) in kJ/mol: 63.3

Structure (XYZ):
```
6
Properties=species:S:1:pos:R:3:mulliken_charge:R:1
O -1.276 -1.014 -1.014 -0.47
P -0.200 -0.097 -0.672 0.83
Cl -0.856 1.710 -0.169 -0.12
Cl 1.128 0.127 -2.136 -0.14
S 1.175 -0.859 1.348 -0.01
Cl 0.030 0.132 2.643 -0.10
```